[1]
Computed, not measured: a cluster of 10 separate species, C36H96N4O20 in total at a distorted geometry, with the ωB97M-V functional and the def2-TZVPD basis.

Geometry (Å):
1 C -1.8415 1.3147 -4.2569
2 C -1.8551 -0.0604 -4.8133
3 O -0.5364 -0.6830 -4.8182
4 O -1.8496 1.3408 -2.8311
5 H -2.7267 1.9156 -4.5697
6 H -0.8986 1.8637 -4.5015
7 H -2.1688 -0.0852 -5.8791
8 H -2.5812 -0.7242 -4.3327
9 H -0.3835 -0.9622 -3.9051
10 H -2.2424 0.4782 -2.5401
11 C -2.7248 -5.1037 -4.1670
12 C -1.2533 -4.6306 -4.1988
13 O -0.9471 -4.0470 -2.9732
14 O -2.9841 -6.0652 -3.1476
15 H -3.1230 -5.5355 -5.0635
16 H -3.4339 -4.2391 -4.0931
17 H -0.9993 -3.8335 -4.9529
18 H -0.5931 -5.5291 -4.3389
19 H -0.5674 -4.7952 -2.4203
20 H -2.6340 -5.7279 -2.2865
21 C 2.3773 2.8640 -2.0360
22 C 2.9503 3.3669 -3.2931
23 O 4.2479 3.9492 -3.1211
24 O 3.3082 1.9241 -1.4613
25 H 1.3344 2.3461 -2.1912
26 H 2.2696 3.7280 -1.3957
27 H 2.2878 4.0923 -3.7324
28 H 3.0338 2.5148 -3.9857
29 H 4.7949 3.2290 -2.7547
30 H 3.3032 1.1796 -2.0865
31 C 1.8466 -4.3764 4.1477
32 C 1.7652 -3.4942 2.8345
33 O 0.4752 -3.0540 2.5910
34 O 1.1169 -5.5894 4.0598
35 H 1.5196 -3.7455 5.0318
36 H 2.8698 -4.6844 4.2778
37 H 2.0222 -4.1686 1.9658
38 H 2.4959 -2.7221 2.9200
39 H 0.5331 -2.3144 1.9743
40 H 0.1696 -5.2644 3.9288
41 C 0.6875 -0.5555 -0.2999
42 C 0.1947 -1.8222 -0.9829
43 O -0.4970 -1.5579 -2.1651
44 O 1.1552 -0.9851 0.9724
45 H -0.0623 0.2445 -0.1972
46 H 1.4896 -0.0454 -0.8686
47 H -0.4194 -2.3265 -0.1797
48 H 1.0833 -2.4322 -1.0629
49 H -0.8267 -2.3525 -2.5293
50 H 2.1151 -0.7833 0.9587
51 C -1.8714 4.7920 -0.1965
52 C -0.5747 3.9588 -0.3505
53 O -0.7870 2.6136 -0.5359
54 O -2.2897 4.7731 1.1981
55 H -2.6086 4.3182 -0.8260
56 H -1.5917 5.8262 -0.4469
57 H 0.0948 4.0863 0.4629
58 H -0.1001 4.3642 -1.2773
59 H -1.1576 2.4210 -1.3911
60 H -3.2420 4.7540 1.1626
61 C -2.9089 7.7313 4.4465
62 O -2.3413 7.5226 5.7379
63 C -0.9472 7.2839 5.6606
64 C -0.6722 5.8866 4.9686
65 N -0.2748 5.9842 3.6083
66 C 1.1275 5.7179 3.3966
67 C 1.4942 4.2247 3.4457
68 O 0.6027 3.5009 2.6726
69 C 1.1841 2.3100 2.1657
70 H -2.3670 8.5359 3.8844
71 H -3.9531 8.0069 4.5986
72 H -2.8416 6.7692 3.8812
73 H -0.5678 7.2583 6.6795
74 H -0.4273 8.1300 5.0719
75 H -1.5221 5.2396 5.0126
76 H 0.1193 5.4325 5.6409
77 H -0.8058 5.3270 3.0409
78 H 1.7628 6.2849 4.1391
79 H 1.3837 6.0569 2.3852
80 H 1.4920 3.7966 4.4662
81 H 2.4795 4.0299 3.0416
82 H 1.4324 1.6351 2.9979
83 H 2.2253 2.4447 1.7679
84 H 0.5148 1.8444 1.4717
85 C -5.8678 4.1366 1.9438
86 O -5.2475 4.3404 0.6941
87 C -6.0166 4.0181 -0.4230
88 C -5.8809 2.6218 -0.9207
89 N -4.4417 2.2867 -1.1464
90 C -3.8242 1.5409 -0.0405
91 C -4.2198 0.0589 0.1474
92 O -3.8924 -0.5382 -1.1389
93 C -3.5125 -1.9186 -0.9044
94 H -6.7836 4.7515 1.9990
95 H -5.1488 4.4467 2.7237
96 H -6.1248 3.0950 2.1861
97 H -5.7409 4.6708 -1.2463
98 H -7.0800 4.2543 -0.2564
99 H -6.3724 2.6076 -1.8979
100 H -6.3562 2.0407 -0.1510
101 H -4.2915 1.7733 -1.9665
102 H -3.9146 2.1081 0.9177
103 H -2.6951 1.5785 -0.1877
104 H -5.3161 -0.0399 0.4297
105 H -3.6779 -0.3817 0.9955
106 H -2.6518 -1.9678 -0.2538
107 H -3.1911 -2.3087 -1.8630
108 H -4.3238 -2.5247 -0.4159
109 C 2.4279 -1.5750 -3.5664
110 O 3.1002 -0.8448 -2.5791
111 C 3.8524 -1.7184 -1.7458
112 C 4.5633 -0.8496 -0.6949
113 N 3.6848 -0.2052 0.2962
114 C 4.3433 0.1607 1.5700
115 C 5.2038 1.3776 1.3551
116 O 5.9257 1.5917 2.6036
117 C 6.6722 2.7634 2.7415
118 H 2.9423 -2.4914 -3.8497
119 H 2.3054 -1.0004 -4.4698
120 H 1.4372 -1.8166 -3.1959
121 H 4.6289 -2.2149 -2.3561
122 H 3.1361 -2.4796 -1.2868
123 H 5.1038 -0.2313 -1.4047
124 H 5.2894 -1.5301 -0.2666
125 H 3.2809 0.5948 -0.1187
126 H 4.8003 -0.8005 1.9816
127 H 3.5558 0.3802 2.2566
128 H 4.5556 2.2192 1.0729
129 H 5.9018 1.2266 0.5284
130 H 7.4690 2.5100 3.4702
131 H 6.0374 3.5635 3.1325
132 H 7.2037 3.0017 1.7961
133 C 4.1588 -7.7936 -0.5475
134 O 3.2453 -6.9398 -1.1975
135 C 3.0680 -5.6864 -0.5796
136 C 1.8597 -5.1294 -1.3239
137 N 0.5633 -5.8922 -1.2672
138 C -0.1492 -5.7661 0.0393
139 C -1.5861 -6.2349 0.1480
140 O -2.4470 -5.2948 -0.4359
141 C -3.7698 -5.5790 -0.1637
142 H 4.0520 -8.7141 -1.0582
143 H 3.9534 -7.9330 0.4693
144 H 5.1729 -7.3691 -0.5894
145 H 3.9820 -5.0323 -0.6268
146 H 2.7327 -5.8583 0.4702
147 H 2.1829 -5.0148 -2.3750
148 H 1.6659 -4.1596 -0.9620
149 H 0.7146 -6.9197 -1.4358
150 H -0.0915 -4.7429 0.3893
151 H 0.3594 -6.3689 0.8258
152 H -1.7962 -6.4504 1.2092
153 H -1.6070 -7.1545 -0.4256
154 H -4.0189 -6.6693 -0.3770
155 H -4.4605 -4.9343 -0.8023
156 H -3.9928 -5.5618 0.9102

Its LUMO energy is 0.46 eV. As for the SMILES: COCCNCCOC.COCCNCCOC.COCCNCCOC.COCCNCCOC.OCCO.OCCO.OCCO.OCCO.OCCO.OCCO. The value obtained for the total energy is -3152.7247 hartree. For the orbital gap, the calculation gives 8.5 eV.

[2]
Computed, not measured: a cluster of 9 separate species, C36H96N6O15 in total at a distorted geometry, with the ωB97M-V functional and the def2-TZVPD basis.

Geometry (Å):
1 C -6.7738 -1.9114 21.0464
2 O -7.2825 -3.0345 20.4045
3 C -8.6345 -2.8429 20.1556
4 C -9.0750 -3.5893 18.8181
5 N -8.9780 -5.0285 19.1160
6 C -9.3357 -5.9594 18.0425
7 C -8.2523 -7.1122 17.7261
8 O -8.1267 -8.1812 18.6440
9 C -7.3172 -9.2335 18.1116
10 H -5.7056 -2.0793 20.9085
11 H -7.0768 -1.9334 22.0932
12 H -6.9338 -0.8868 20.7110
13 H -8.7635 -1.7762 19.9723
14 H -9.1008 -3.1664 21.0861
15 H -8.4392 -3.1089 18.0744
16 H -10.1137 -3.3130 18.6369
17 H -8.0036 -5.0750 19.3778
18 H -9.4215 -5.4442 17.0858
19 H -10.3262 -6.3944 18.1760
20 H -7.3227 -6.6466 17.3987
21 H -8.6065 -7.5371 16.7869
22 H -7.7460 -9.7598 17.2588
23 H -7.3582 -10.0536 18.8285
24 H -6.2528 -9.0423 17.9753
25 C -2.5876 -16.3066 18.7889
26 O -3.4045 -15.5236 17.8964
27 C -2.7086 -14.4853 17.2645
28 C -3.4202 -14.1420 15.9129
29 N -2.5071 -13.3283 15.0793
30 C -1.7810 -12.0984 15.5396
31 C -2.8212 -11.1664 16.2898
32 O -2.8619 -11.2813 17.7182
33 C -3.7004 -10.3738 18.4753
34 H -1.7687 -15.8591 19.3522
35 H -2.1225 -17.0676 18.1623
36 H -3.2537 -16.8488 19.4601
37 H -1.6640 -14.7717 17.1425
38 H -2.7134 -13.6361 17.9479
39 H -4.3600 -13.5917 15.9597
40 H -3.4735 -15.0414 15.2995
41 H -1.7542 -13.9682 14.8702
42 H -1.3900 -11.6073 14.6485
43 H -0.8552 -12.4753 15.9744
44 H -3.7849 -11.5913 16.0090
45 H -2.7841 -10.1081 16.0312
46 H -3.5925 -10.3542 19.5597
47 H -4.6912 -10.6706 18.1315
48 H -3.7105 -9.2992 18.2927
49 C -10.8748 -7.4926 12.5441
50 O -10.2226 -7.3501 13.8107
51 C -9.0640 -8.1361 13.8668
52 C -7.8817 -7.6076 13.1281
53 N -6.5394 -8.1871 13.3444
54 C -6.1715 -7.9466 14.7800
55 C -4.9704 -8.6632 15.0904
56 O -3.8259 -8.5075 14.2268
57 C -3.3800 -7.1851 14.1930
58 H -10.1589 -7.1634 11.7909
59 H -11.6608 -6.7409 12.4705
60 H -11.2883 -8.4008 12.1056
61 H -9.2540 -9.0947 13.3840
62 H -8.8204 -8.4633 14.8775
63 H -7.9124 -6.5180 13.1276
64 H -8.1358 -7.6554 12.0692
65 H -5.8264 -7.8154 12.7332
66 H -6.8514 -8.4328 15.4796
67 H -6.2857 -6.9206 15.1296
68 H -5.2578 -9.7131 15.0329
69 H -4.7582 -8.5149 16.1492
70 H -4.1049 -6.5310 13.7084
71 H -2.4371 -7.2018 13.6464
72 H -3.0805 -6.9440 15.2130
73 C -3.1142 -19.7648 25.4682
74 O -3.1584 -18.9081 24.3492
75 C -4.5311 -18.4918 24.0625
76 C -4.7025 -18.3983 22.5850
77 N -6.1017 -18.4832 22.1774
78 C -6.2602 -18.1773 20.7520
79 C -5.8569 -19.2863 19.7026
80 O -6.6817 -20.4448 19.7932
81 C -6.6107 -21.3787 18.6620
82 H -2.0607 -19.9577 25.6707
83 H -3.7823 -20.6241 25.5260
84 H -3.4134 -19.1188 26.2935
85 H -4.9918 -17.6834 24.6303
86 H -5.1334 -19.3758 24.2716
87 H -4.2660 -19.3172 22.1935
88 H -4.1849 -17.5064 22.2319
89 H -6.4950 -19.4086 22.2730
90 H -5.7388 -17.2599 20.4788
91 H -7.3278 -18.0456 20.5761
92 H -4.8570 -19.6622 19.9190
93 H -5.8746 -18.9232 18.6750
94 H -5.6026 -21.7349 18.4501
95 H -6.8418 -20.8154 17.7580
96 H -7.2004 -22.2894 18.7674
97 C -3.2076 -18.0385 10.2356
98 O -2.0177 -18.0114 10.9736
99 C -1.4655 -16.7834 11.3263
100 C -0.3377 -17.0565 12.3350
101 N -0.9621 -17.4326 13.6153
102 C -0.0015 -18.1484 14.4415
103 C -0.6908 -18.8715 15.5968
104 O -1.9443 -19.5867 15.2398
105 C -1.9131 -20.3159 14.0972
106 H -3.1634 -17.5501 9.2621
107 H -3.8499 -17.3263 10.7536
108 H -3.6135 -19.0436 10.1213
109 H -2.3066 -16.3293 11.8501
110 H -1.0327 -16.3024 10.4491
111 H 0.2042 -16.1109 12.3511
112 H 0.2670 -17.9103 12.0293
113 H -1.8585 -17.8945 13.5583
114 H 0.6969 -17.3741 14.7588
115 H 0.5194 -18.9501 13.9180
116 H -0.9790 -18.0572 16.2616
117 H 0.0032 -19.5683 16.0668
118 H -2.9226 -20.3149 13.6859
119 H -1.5245 -21.3239 14.2419
120 H -1.3123 -19.9577 13.2613
121 C 1.4367 -13.9901 19.0947
122 O 2.0704 -14.5186 17.8814
123 C 2.7163 -15.8542 18.0261
124 C 1.7014 -16.9905 17.8494
125 N 1.7211 -17.8920 19.0179
126 C 0.3526 -18.5032 19.0622
127 C -0.0005 -19.0759 20.4869
128 O 0.0305 -17.9940 21.4715
129 C -0.6702 -18.2899 22.6346
130 H 1.4155 -14.5878 20.0060
131 H 0.4138 -13.6619 18.9098
132 H 2.1002 -13.1647 19.3528
133 H 3.2418 -15.7327 18.9733
134 H 3.4834 -15.8563 17.2517
135 H 1.8195 -17.5938 16.9493
136 H 0.7670 -16.4482 17.7047
137 H 1.8055 -17.3416 19.8606
138 H 0.1371 -19.3217 18.3753
139 H -0.5032 -17.8298 19.0153
140 H 0.7466 -19.7146 20.9580
141 H -0.8908 -19.6748 20.2955
142 H -0.1169 -19.1409 23.0318
143 H -1.7346 -18.4184 22.4382
144 H -0.6266 -17.3761 23.2273
145 O 0.0442 -15.0183 14.5635
146 H -0.5891 -15.6554 14.2327
147 H 0.8704 -15.2626 14.1465
148 O -0.8479 -14.9825 21.7008
149 H -0.4198 -15.8093 21.9231
150 H -1.6518 -14.9811 22.2204
151 O -4.2306 -12.7482 12.6279
152 H -3.4881 -12.2846 12.2406
153 H -3.8971 -13.0821 13.4607

Its LUMO energy is 0.61 eV. As for the SMILES: COCCNCCOC.COCCNCCOC.COCCNCCOC.COCCNCCOC.COCCNCCOC.COCCNCCOC.O.O.O. The value obtained for the total energy is -2885.8119 hartree. For the orbital gap, the calculation gives 8.9 eV.

[3]
Computed, not measured: a cluster of 8 separate species, C36H96N8O10 in total at a distorted geometry, with the ωB97M-V functional and the def2-TZVPD basis.

Geometry (Å):
1 C 1.6990 3.1176 3.9056
2 O 0.2980 3.1640 4.1539
3 C -0.3084 1.8728 4.0408
4 C -0.0936 1.0086 5.3167
5 N 1.0712 0.0349 5.2608
6 C 0.8362 -0.9460 4.1384
7 C 2.0360 -1.7866 3.7354
8 O 1.8047 -2.4735 2.5287
9 C 2.9350 -2.7064 1.7669
10 H 1.9079 3.0556 2.8376
11 H 2.2068 2.2339 4.2921
12 H 2.1741 4.0621 4.1705
13 H 0.1385 1.3596 3.1894
14 H -1.3339 1.9151 3.6740
15 H -1.0498 0.4926 5.4035
16 H -0.1140 1.7225 6.1401
17 H 1.1436 -0.4523 6.1425
18 H 0.4873 -0.5293 3.1936
19 H 0.0258 -1.6441 4.3484
20 H 2.2005 -2.3889 4.6289
21 H 2.8923 -1.1332 3.5683
22 H 3.7610 -1.9972 1.8202
23 H 2.6576 -2.7412 0.7134
24 H 3.3103 -3.6580 2.1434
25 C -3.9188 -2.6224 -1.8806
26 O -3.0146 -2.7154 -0.8415
27 C -2.1627 -1.5896 -0.5911
28 C -1.1074 -2.0478 0.4994
29 N 0.1689 -1.3435 0.3924
30 C 0.1284 0.0637 0.1931
31 C 1.4759 0.7618 0.4278
32 O 1.5257 1.8157 -0.5054
33 C 2.5722 2.7137 -0.3878
34 H -4.6380 -1.8157 -1.7390
35 H -4.4674 -3.5400 -2.0934
36 H -3.3601 -2.3202 -2.7664
37 H -2.6714 -0.6591 -0.3393
38 H -1.7127 -1.4616 -1.5756
39 H -0.8561 -3.0863 0.2839
40 H -1.5452 -1.9013 1.4868
41 H 0.7870 -1.6049 1.1472
42 H -0.6128 0.5301 0.8422
43 H -0.2381 0.2663 -0.8132
44 H 2.3154 0.1551 0.0883
45 H 1.6710 1.0485 1.4611
46 H 2.3916 3.3939 -1.2201
47 H 3.5286 2.2100 -0.5284
48 H 2.7075 3.2081 0.5741
49 C -5.4685 -5.5314 0.8251
50 C -4.3018 -5.0372 1.6737
51 C -2.8979 -5.6575 1.2306
52 O -2.7131 -7.0278 1.7172
53 C -1.3861 -7.4564 1.6625
54 N -4.1767 -3.5791 1.5276
55 H -5.2417 -5.2080 -0.1909
56 H -6.4254 -5.1257 1.1536
57 H -5.4738 -6.6204 0.8709
58 H -4.4269 -5.2607 2.7332
59 H -2.0707 -5.0435 1.5869
60 H -2.7544 -5.5302 0.1576
61 H -1.3443 -8.5408 1.5607
62 H -0.7607 -7.1551 2.5029
63 H -0.7314 -7.0797 0.8766
64 H -3.4533 -3.3009 2.1752
65 H -3.8167 -3.2624 0.6387
66 C 4.4951 4.4550 -3.8301
67 C 4.5670 5.8876 -3.3918
68 C 3.2515 6.3609 -2.7525
69 O 2.3105 6.5357 -3.8163
70 C 1.1382 5.7303 -3.4821
71 N 5.6552 5.9931 -2.4209
72 H 4.1561 3.8849 -2.9652
73 H 5.4378 3.9798 -4.1015
74 H 3.8005 4.3949 -4.6680
75 H 4.7903 6.5055 -4.2615
76 H 3.5178 7.3322 -2.3355
77 H 3.0476 5.6813 -1.9251
78 H 1.4162 4.6774 -3.4357
79 H 0.3890 5.8449 -4.2654
80 H 0.6450 6.1222 -2.5925
81 H 5.5877 5.5004 -1.5418
82 H 6.4821 5.5337 -2.7749
83 C -4.6838 0.9072 4.0300
84 C -3.9031 -0.2818 3.3227
85 C -3.3899 -1.3202 4.2959
86 O -2.5850 -2.3507 3.6450
87 C -2.1050 -3.3997 4.4597
88 N -4.9325 -0.9143 2.4585
89 H -5.1318 1.6623 3.3840
90 H -4.0304 1.4356 4.7242
91 H -5.4939 0.5076 4.6401
92 H -3.1318 0.1471 2.6831
93 H -4.2738 -1.8278 4.6819
94 H -2.7890 -0.9593 5.1307
95 H -2.8073 -4.1569 4.8081
96 H -1.4978 -3.0635 5.3002
97 H -1.5228 -4.0301 3.7876
98 H -5.6601 -1.2884 3.0508
99 H -4.6361 -1.7713 2.0137
100 C -3.2999 3.3773 -2.4594
101 C -1.8903 3.6725 -1.8788
102 C -1.8305 3.9136 -0.3474
103 O -0.5824 4.5000 -0.0918
104 C -0.2583 4.5431 1.2971
105 N -0.9732 2.6239 -2.3751
106 H -3.2491 3.1093 -3.5147
107 H -3.8953 4.2773 -2.3057
108 H -3.8444 2.5513 -2.0018
109 H -1.6283 4.5845 -2.4154
110 H -1.9543 2.9370 0.1206
111 H -2.6896 4.4968 -0.0159
112 H 0.7909 4.8038 1.4363
113 H -0.3788 3.5303 1.6814
114 H -0.8484 5.3009 1.8126
115 H -0.0934 2.6446 -1.8795
116 H -1.3198 1.7783 -1.9451
117 C -2.5804 -3.5810 -6.8179
118 C -3.0069 -2.3554 -7.6427
119 C -2.7747 -0.9816 -6.9040
120 O -3.2835 -1.0893 -5.5652
121 C -3.2529 0.1000 -4.7984
122 N -2.3257 -2.4452 -8.9833
123 H -3.3257 -3.7775 -6.0472
124 H -1.6156 -3.5692 -6.3108
125 H -2.5292 -4.5498 -7.3147
126 H -4.0935 -2.3982 -7.7173
127 H -3.1980 -0.1463 -7.4619
128 H -1.6890 -0.9025 -6.9593
129 H -3.6734 -0.1410 -3.8221
130 H -3.8361 0.9323 -5.1924
131 H -2.2422 0.5036 -4.7376
132 H -2.8737 -3.0979 -9.5252
133 H -2.4671 -1.6084 -9.5309
134 C 7.1239 -0.7454 2.8410
135 C 7.5580 -0.4041 1.4306
136 C 6.3521 -0.3998 0.4312
137 O 6.8448 0.0208 -0.8862
138 C 5.7645 0.2533 -1.7878
139 N 8.0596 0.9619 1.5170
140 H 7.8869 -0.4671 3.5679
141 H 6.9894 -1.7855 3.1379
142 H 6.2248 -0.2133 3.1518
143 H 8.3299 -1.1280 1.1693
144 H 5.6302 0.3460 0.7640
145 H 5.8827 -1.3831 0.4578
146 H 5.3029 1.2367 -1.6986
147 H 4.9921 -0.5156 -1.8078
148 H 6.1312 0.1515 -2.8092
149 H 8.7548 0.9135 2.2481
150 H 8.5621 1.2816 0.7013

Its LUMO energy is 0.43 eV. As for the SMILES: COC[C@H](C)N.COC[C@H](C)N.COC[C@H](C)N.COC[C@H](C)N.COC[C@H](C)N.COC[C@H](C)N.COCCNCCOC.COCCNCCOC. The value obtained for the total energy is -2619.3235 hartree. For the orbital gap, the calculation gives 9.0 eV.

Question: Look up the orbital gap of the second one.
Answer: 8.9 eV

Question: The lowest LUMO belongs to which entry?
Answer: C36H96N8O10

Question: Look up the LUMO of the third one.
Answer: 0.43 eV